Entry 1:
# H2N2O4P

An isolated ion of composition H2N2O4P and charge -1 at a distorted geometry (ωB97M-V with the def2-TZVPD basis set, OMol25).

XYZ file:
```
9
Properties=species:S:1:pos:R:3
N -1.1149 -0.0347 -0.7453
N 1.2360 -0.0143 0.7672
O 1.1600 -0.9397 1.5881
O 0.0856 2.3971 -0.0774
O 2.2698 0.2627 0.1952
O -1.0664 -1.4484 -1.1679
P -0.2658 1.2339 0.7103
H -2.1534 0.1411 -0.4579
H -0.1508 -1.5977 -0.8123
```

Results
LUMO energy (spin up / spin down)   4.12 / 2.12 eV
Strongest force on any atom   3.5 eV/A
HOMO level (spin up / spin down)   -0.895 / -4.343 eV
Energy relative to the best compared isomer or geometry (same formula, charge and spin)   115.2 kcal/mol
Multiplicity   3
Orbital gap (spin up / spin down)   5.0192 / 6.4649 eV
Net charge   -1

Atomic charges from the natural (NBO) analysis, expressed in e, are listed below: N -0.326; N 0.183; O -0.569; O -1.105; O -0.515; O -0.586; P 1.121; H 0.312; H 0.485

---

Entry 2:
# C2H8S4

A 2-piece molecular cluster, C2H8S4 overall at a distorted geometry (ωB97M-V with the def2-TZVPD basis set, OMol25).

XYZ file:
```
14
Properties=species:S:1:pos:R:3
C -1.2052 1.1928 0.0609
S -2.1884 0.2256 -1.1100
S -3.6008 -0.5938 0.1527
H -1.5770 2.1646 0.3689
H -1.1044 0.5862 0.9620
H -0.2924 1.4391 -0.4991
H -2.7486 -1.1480 1.0338
C 0.9561 -1.1232 -0.1752
S 1.8034 0.2085 0.6916
S 3.4471 0.0858 -0.4551
H 1.5147 -2.0455 -0.0233
H 0.0043 -1.2179 0.3233
H 0.9510 -1.0110 -1.2533
H 4.0402 1.2368 -0.0773
```

Results
LUMO energy (spin up / spin down)   -4.84 / -8.15 eV
Strongest force on any atom   1.1 eV/A
HOMO level (spin up / spin down)   -11.853 / -11.786 eV
Energy relative to the best compared isomer or geometry (same formula, charge and spin)   11.5 kcal/mol
Multiplicity   2
Orbital gap (spin up / spin down)   7.0151 / 3.6384 eV
Net charge   +1

Atomic charges from the natural (NBO) analysis, expressed in e, are listed below: C -0.769; S 0.118; S -0.074; H 0.251; H 0.206; H 0.211; H 0.105; C -0.786; S 0.544; S 0.181; H 0.271; H 0.274; H 0.279; H 0.189

---

Entry 3:
# H2NO2P

One molecule with the formula H2NO2P at a distorted geometry (ωB97M-V with the def2-TZVPD basis set, OMol25).

XYZ file:
```
6
Properties=species:S:1:pos:R:3
N -1.0721 0.3514 0.4851
O -1.8178 0.8932 -0.3004
O 0.2376 -1.6222 -0.0508
P 0.4318 -0.1597 0.0032
H 1.2181 0.1742 0.9447
H 1.0024 0.3631 -1.0819
```

Results
SMILES   O=N[PH2]=O
LUMO energy (spin up / spin down)   -1.52 / -1.54 eV
Strongest force on any atom   4.6 eV/A
HOMO level (spin up / spin down)   -10.046 / -9.970 eV
Energy relative to the best compared isomer or geometry (same formula, charge and spin)   94.2 kcal/mol
Orbital gap (spin up / spin down)   8.5258 / 8.4259 eV
Net charge   0

Atomic charges from the natural (NBO) analysis, expressed in e, are listed below: N -0.172; O -0.199; O -1.039; P 1.639; H -0.125; H -0.104

---

Look up the energy relative to the best compared isomer or geometry (same formula, charge and spin) of the first one.
115.2 kcal/mol

---

The lowest strongest force on any atom belongs to which entry?
C2H8S4

---

Which value of energy relative to the best compared isomer or geometry (same formula, charge and spin) does entry 3 give?
94.2 kcal/mol

---

energy relative to the best compared isomer or geometry (same formula, charge and spin) of number 3 (H2NO2P)?
94.2 kcal/mol